(1)
A structure of composition C13H9N11O4PtTe, computed with ωB97M-V with the def2-TZVPD basis set.

As for the molar mass: 705.97 g mol⁻¹. The max |F| is 0.40 eV/A. For the HOMO energy, the calculation gives -1.80 eV. Its LUMO energy is 0.1669 Ha. As for the total charge: -2. Its orbital gap is 6.34 eV. The total energy is -48751.432 eV.

Each line ends with the natural charge from an NBO analysis.
Atoms and positions in Å:
Pt 0.34096 0.04301 -0.08568  0.641
O -1.39157 -3.23646 4.89029  -0.705
C -1.28710 -1.95514 5.04859  0.785
O -1.46881 -1.37635 6.11132  -0.679
C -0.90935 -1.14779 3.84458  -0.270
C -0.73609 0.21627 3.91160  0.029
N -0.37821 0.63443 2.69794  -0.311
N -0.33838 -0.37666 1.81817  -0.253
C -0.66058 -1.48227 2.49062  0.080
C -0.80641 -2.82972 1.79813  0.759
O -1.01692 -3.81420 2.58910  -0.735
O -0.76059 -2.86249 0.57969  -0.648
H -1.18162 -3.51812 3.82373  0.488
H -0.86737 0.88660 4.74232  0.229
H -0.40117 1.57306 2.31850  0.448
N -0.58454 2.31830 -2.51375  -0.594
C 0.35043 1.36025 -2.82932  0.443
N 0.82750 1.22447 -4.05145  -0.408
N 1.66327 0.16712 -3.96262  -0.118
N 1.68180 -0.30197 -2.77073  -0.109
N 0.86021 0.45025 -1.99640  -0.407
C -1.16317 2.48258 -1.28390  0.444
N -1.93549 3.51161 -0.96562  -0.401
N -2.22903 3.31206 0.33111  -0.110
N -1.67379 2.23351 0.76017  -0.174
N -0.99134 1.65854 -0.25974  -0.448
H -0.80496 2.98922 -3.22630  0.416
Te 2.24300 -1.65752 0.45694  -0.002
C 4.11082 -0.71656 0.04811  -0.227
C 4.56037 -0.38545 -1.22959  -0.249
C 5.83026 0.14486 -1.42038  -0.212
C 6.68883 0.33604 -0.34581  -0.253
C 6.25966 -0.00463 0.92965  -0.232
C 4.98245 -0.51656 1.12171  -0.252
H 3.90442 -0.53958 -2.07498  0.247
H 6.14868 0.40650 -2.42348  0.196
H 7.67980 0.74806 -0.50032  0.189
H 6.91487 0.13909 1.78220  0.191
H 4.64747 -0.76058 2.12290  0.212



(2)
A cluster of 8 separate species, C24H69N5O8 in total, computed with ωB97M-V with the def2-TZVPD basis set.

As for the molar mass: 555.84 g mol⁻¹. The max |F| is 4.81 eV/A. For the HOMO energy, the calculation gives -8.82 eV. Its LUMO energy is 0.0123 Ha. Its orbital gap is 9.16 eV. The total energy is -49831.814 eV. Its structure (SMILES) is COC[C@H](C)N.COC[C@H](C)N.COC[C@H](C)N.COC[C@H](C)N.COC[C@H](C)N.CCO.CCO.O.

Each line ends with the Mulliken charge.
Atoms and positions in Å:
C -2.29276 -13.22399 -10.73179  -0.546
C -1.55994 -11.90474 -10.48704  0.488
O -2.39860 -10.87260 -11.01437  -0.214
H -3.25965 -13.23957 -10.22880  0.470
H -1.65919 -14.02736 -10.33933  0.075
H -2.44872 -13.46828 -11.78016  -0.298
H -0.66954 -11.81037 -11.11236  -0.092
H -1.28538 -11.73220 -9.44424  0.032
H -3.14467 -10.69409 -10.40931  0.184
C -4.46102 -8.10953 -10.49724  -0.767
C -3.98536 -8.61457 -9.14761  0.036
O -4.15641 -10.04572 -9.07623  -0.647
H -3.73398 -7.40737 -10.90900  0.345
H -5.38968 -7.54070 -10.45387  0.393
H -4.62177 -8.91595 -11.21245  -0.048
H -4.64088 -8.15671 -8.40071  0.389
H -2.94173 -8.44248 -8.88148  -0.014
H -4.02141 -10.38743 -8.18935  0.272
O -0.62043 -10.12100 -13.20334  -0.756
H -1.43034 -10.07498 -13.73391  0.320
H -0.90783 -10.56834 -12.39485  0.341
C 2.13195 -18.13475 -15.22353  -1.858
C 1.23612 -16.93165 -15.00791  0.974
C 1.65075 -16.12908 -13.80502  -1.015
O 0.79350 -15.01880 -13.56747  -0.080
C 1.37836 -14.00421 -12.79741  -0.739
N 1.16887 -16.09370 -16.24356  -0.746
H 1.95885 -18.56301 -16.21079  0.420
H 1.83775 -18.92732 -14.52765  0.384
H 3.20471 -18.01093 -15.06187  0.376
H 0.16352 -17.25723 -14.97234  0.134
H 2.63604 -15.66801 -13.95460  0.678
H 1.68223 -16.79237 -12.93062  0.108
H 2.13295 -13.47081 -13.38730  0.347
H 1.82642 -14.43199 -11.89475  0.441
H 0.74941 -13.20135 -12.40956  -0.084
H 2.12229 -15.93048 -16.55790  0.309
H 0.76553 -15.20011 -15.97668  0.213
C -2.88929 -15.39622 -14.25299  -1.167
C -2.63902 -16.92144 -14.27317  0.114
C -3.40809 -17.58620 -15.41724  -0.846
O -4.77935 -17.50870 -15.14071  -0.276
C -5.57140 -18.41993 -15.84842  -0.789
N -1.18119 -17.18779 -14.35753  -0.368
H -2.11502 -14.82241 -13.74684  0.237
H -3.85488 -15.18328 -13.79374  0.465
H -2.86798 -15.13225 -15.31469  0.373
H -3.00087 -17.36091 -13.34083  0.424
H -3.09886 -18.63727 -15.32288  0.395
H -3.04325 -17.20002 -16.37600  0.349
H -5.65410 -18.19613 -16.91462  0.297
H -6.57522 -18.35722 -15.41784  0.269
H -5.31134 -19.46743 -15.65153  0.319
H -0.78417 -16.55525 -13.66565  0.040
H -0.83086 -16.73583 -15.20145  0.315
C 2.75398 -6.28672 -8.58980  -1.347
C 2.90877 -7.54412 -9.43885  0.309
C 1.59418 -7.91408 -10.15563  -0.536
O 0.45634 -7.90393 -9.29989  -0.396
C 0.43857 -9.05007 -8.49511  -0.946
N 4.00259 -7.32851 -10.42143  -0.732
H 2.11219 -6.55122 -7.75167  0.304
H 2.35588 -5.45406 -9.17360  0.321
H 3.74778 -5.98224 -8.26193  0.416
H 3.24924 -8.33282 -8.76461  0.273
H 1.68386 -8.87821 -10.67424  0.309
H 1.40889 -7.23839 -10.99454  0.338
H -0.46745 -9.16760 -7.89857  0.386
H 1.34287 -9.11985 -7.88017  0.431
H 0.44024 -9.97989 -9.09000  0.266
H 3.69988 -6.50273 -10.92821  0.305
H 4.05044 -8.15783 -11.00209  0.274
C -3.96496 -11.88892 -14.20961  -0.849
C -4.17366 -10.61519 -15.04833  -0.019
C -5.64463 -10.18295 -15.13634  -0.858
O -6.16256 -9.86415 -13.87191  -0.123
C -7.53842 -9.48431 -13.98882  -0.846
N -3.43540 -9.54077 -14.29853  -0.568
H -4.37350 -11.64017 -13.22652  0.208
H -2.91655 -12.13056 -14.05447  0.196
H -4.52493 -12.70607 -14.66449  0.327
H -3.71813 -10.77520 -16.02613  0.388
H -6.14785 -11.04625 -15.59823  0.424
H -5.71932 -9.32919 -15.82002  0.490
H -7.61380 -8.68976 -14.73631  0.349
H -7.83303 -9.04500 -13.03903  0.206
H -8.09151 -10.38623 -14.24956  0.315
H -3.82830 -9.56594 -13.36432  0.134
H -3.74591 -8.70237 -14.78045  0.260
C 0.00879 -12.45892 -6.19661  -1.313
C 0.66035 -13.64979 -6.87353  0.451
C 0.37585 -13.85628 -8.36614  -0.053
O 1.39209 -14.58064 -9.06699  -0.514
C 0.90175 -15.70306 -9.73990  -0.670
N 2.10658 -13.63493 -6.61262  -0.770
H -1.07793 -12.55031 -6.15744  0.390
H 0.28958 -11.47897 -6.59182  0.103
H 0.33606 -12.46287 -5.15463  0.438
H 0.23153 -14.53471 -6.38683  0.167
H 0.30079 -12.92324 -8.92500  -0.162
H -0.55388 -14.43120 -8.37571  0.477
H 1.73973 -16.26146 -10.15650  0.285
H 0.15919 -15.50297 -10.52243  0.160
H 0.38543 -16.43864 -9.10435  0.427
H 2.64479 -14.04788 -7.36577  0.342
H 2.40092 -12.66002 -6.63330  0.258



(3)
The ion C5H8O2P with charge -1, computed with ωB97M-V with the def2-TZVPD basis set.

As for the molar mass: 131.09 g mol⁻¹. The max |F| is 4.84 eV/A. For the HOMO energy, the calculation gives -3.15 eV. Its LUMO energy is 0.1465 Ha. As for the total charge: -1. Its orbital gap is 7.13 eV. The total energy is -18697.400 eV. Its structure (SMILES) is CC1=CC[P@@]([O-])(O)=C1.

Each line ends with the natural charge from an NBO analysis.
Atoms and positions in Å:
C -0.05338 -0.78595 0.22234  -0.309
C -0.70944 1.53349 -0.33728  -0.721
C 0.23811 0.41830 -0.14599  -0.087
C -1.44608 -1.27983 0.38649  -0.783
C 1.69003 0.63542 -0.43812  -0.631
O -3.72378 -0.38899 -0.94493  -1.128
O -3.10108 0.84992 1.12177  -1.020
P -2.50797 0.15937 -0.33409  1.849
H 0.68202 -1.61511 0.35909  0.165
H -0.55094 1.85351 -1.54854  0.140
H -1.57264 -2.18580 -0.21794  0.203
H -1.88342 -1.55400 1.38691  0.225
H 2.32973 0.05690 0.17902  0.204
H 1.96279 1.71346 -0.29033  0.192
H 1.61800 0.47323 -1.44657  0.213
H -2.61366 1.63502 1.18594  0.486



(4)
An isolated molecule of C4H10S2, computed with ωB97M-V with the def2-TZVPD basis set.

As for the molar mass: 122.26 g mol⁻¹. The max |F| is 1.08 eV/A. For the HOMO energy, the calculation gives -8.38 eV. Its LUMO energy is 0.0291 Ha. Its orbital gap is 9.17 eV. The total energy is -25980.640 eV. Its structure (SMILES) is CCCSSC.

Each line ends with the natural charge from an NBO analysis.
Atoms and positions in Å:
C -1.33554 -0.14433 -0.20077  -0.423
C -2.13606 1.12102 0.08984  -0.617
C -0.28416 -0.41930 0.85936  -0.529
S 0.85140 0.95121 1.18062  0.087
S 2.02283 0.94885 -0.54148  0.083
C 2.66403 -0.73052 -0.60441  -0.759
H -0.76459 0.08898 -1.09451  0.208
H -1.85710 -1.08484 -0.38843  0.208
H -2.29624 1.32799 1.14709  0.203
H -3.10563 1.10268 -0.40791  0.213
H -1.60880 1.97555 -0.32246  0.218
H 0.33478 -1.27345 0.59641  0.212
H -0.77200 -0.66614 1.79118  0.223
H 1.82161 -1.40191 -0.75897  0.211
H 3.29458 -1.01970 0.22488  0.227
H 3.17088 -0.77611 -1.57043  0.234